# C44H41ClF3N6O3SSbTi

C44H41ClF3N6O3SSbTi as an isolated structure (ωB97M-V with the def2-TZVPD basis set, OMol25).

XYZ file:
```
101
Properties=species:S:1:pos:R:3:forces:R:3
Ti -1.6465 1.1062 -0.1833 0.432 0.266 -0.451
N -0.4781 -0.3694 -4.1544 0.021 -0.033 0.040
C -0.9963 -0.2346 -2.9085 0.067 -0.095 -0.092
S 0.1172 0.2866 -1.6599 -0.214 0.057 -0.003
N -2.2526 -0.5344 -2.7419 0.038 0.043 0.074
N -2.6090 -0.4003 -1.4233 -0.139 -0.119 -0.309
C -3.6850 -0.9904 -1.0554 0.065 -0.121 0.131
C -4.0423 -1.1490 0.3469 -0.028 0.029 -0.170
C -5.2526 -1.7593 0.6909 -0.018 -0.038 0.000
C -5.5473 -2.0641 2.0036 0.023 0.009 0.003
C -4.6038 -1.7918 2.9947 0.006 -0.019 -0.029
C -3.3989 -1.1955 2.6770 0.036 -0.031 0.079
C -3.1190 -0.8341 1.3592 0.066 -0.096 -0.142
O -1.9892 -0.1885 1.0627 -0.503 -0.586 0.922
H 0.4110 0.0492 -4.3588 0.000 0.002 -0.004
H -1.1039 -0.6049 -4.9057 0.004 0.018 -0.009
H -4.2876 -1.4872 -1.8142 0.013 -0.031 0.013
H -5.9552 -2.0008 -0.0984 -0.004 -0.005 0.007
H -6.4901 -2.5277 2.2582 -0.002 -0.003 0.002
H -4.8143 -2.0480 4.0250 -0.005 -0.003 0.002
H -2.6593 -0.9746 3.4356 -0.002 0.015 0.002
C 0.4056 -0.1848 3.7606 0.002 0.000 -0.015
N 0.3538 1.1523 3.1974 0.017 -0.003 -0.012
C 0.3502 2.1833 4.2243 -0.013 0.027 -0.014
C 1.3479 1.4040 2.1951 -0.002 0.092 0.115
C 2.6954 1.1414 2.4210 0.047 -0.034 -0.013
C 3.6481 1.4245 1.4551 -0.044 0.029 -0.022
C 3.2573 1.9855 0.2456 0.027 -0.008 0.017
C 1.9215 2.2700 0.0135 -0.043 -0.066 -0.077
C 0.9624 1.9826 0.9830 -0.007 0.002 0.215
N -0.4146 2.2329 0.7478 0.167 0.273 -0.259
C -0.9054 3.5499 0.7688 -0.034 -0.048 0.238
C -0.1161 4.6979 0.7970 0.109 -0.051 -0.012
C -0.6973 5.9540 0.7502 -0.028 0.008 0.007
C -2.0752 6.0950 0.6864 0.062 -0.025 0.005
C -2.8736 4.9608 0.7233 -0.143 -0.043 -0.018
C -2.3025 3.7036 0.7805 0.127 0.098 0.066
N -3.0780 2.4762 0.9382 0.125 0.165 -0.039
C -4.4360 2.5526 0.3701 0.023 -0.007 0.022
C -3.1631 2.1934 2.3912 0.058 -0.066 -0.001
H 1.3267 -0.3942 4.3250 -0.014 -0.002 0.020
H -0.4344 -0.3090 4.4468 -0.010 -0.001 0.005
H 0.3099 -0.9219 2.9636 0.029 -0.004 -0.026
H 1.2518 2.1620 4.8565 0.006 -0.002 -0.009
H 0.2864 3.1661 3.7555 -0.019 0.000 0.003
H -0.5205 2.0505 4.8705 0.002 0.001 -0.001
H 3.0007 0.7091 3.3663 -0.005 -0.008 -0.001
H 4.6936 1.2165 1.6473 0.005 -0.012 0.004
H 3.9908 2.1982 -0.5215 0.003 -0.001 -0.003
H 1.5896 2.6836 -0.9313 0.000 0.060 0.027
H 0.9598 4.6010 0.8321 0.025 -0.016 -0.045
H -0.0614 6.8298 0.7487 -0.002 0.003 -0.001
H -2.5294 7.0740 0.6214 0.002 0.005 0.015
H -3.9506 5.0651 0.7130 0.004 0.000 -0.025
H -5.0784 3.1935 0.9805 -0.004 0.007 -0.003
H -4.3880 2.9349 -0.6447 -0.002 -0.026 -0.003
H -4.8650 1.5501 0.3640 -0.009 -0.003 0.024
H -3.5537 3.0722 2.9105 -0.018 -0.001 0.001
H -3.8331 1.3528 2.5558 0.004 -0.006 -0.007
H -2.1699 1.9447 2.7650 0.013 0.000 0.004
Cl -4.0611 4.2261 -3.0305 0.069 -0.021 -0.018
C -2.4452 3.6324 -3.5173 -0.140 0.016 -0.012
C -1.6383 3.0794 -2.3560 -0.253 -0.031 0.057
O -0.4825 3.4046 -2.2255 0.081 0.004 0.014
O -2.2968 2.2271 -1.6003 0.006 0.383 -0.324
H -1.9045 4.4610 -3.9589 -0.008 0.000 -0.021
H -2.6069 2.8430 -4.2494 0.024 0.002 -0.001
F 6.4970 -6.1791 1.7134 -0.017 0.014 0.003
C 5.5624 -5.2809 1.3349 0.027 -0.016 0.016
C 4.4015 -5.7345 0.7464 -0.037 -0.008 -0.014
C 3.4486 -4.8038 0.3497 -0.016 0.022 -0.001
C 3.6514 -3.4374 0.5301 0.046 0.081 0.066
C 4.8282 -3.0302 1.1632 -0.061 -0.008 -0.012
C 5.7962 -3.9407 1.5629 -0.009 0.017 0.001
Sb 2.2587 -1.8897 -0.0679 0.011 -0.199 -0.028
C 3.3995 -1.3442 -1.8150 -0.054 0.029 0.005
C 2.8919 -1.4179 -3.1101 -0.018 -0.021 0.044
C 3.6354 -0.9897 -4.2025 -0.010 0.008 -0.001
C 4.8949 -0.4728 -3.9800 0.003 0.000 -0.030
F 5.6232 -0.0525 -5.0363 -0.009 -0.003 0.014
C 5.4342 -0.3724 -2.7151 0.004 0.003 0.038
C 4.6736 -0.8095 -1.6385 -0.007 -0.028 -0.009
C 0.8584 -3.1950 -1.0354 0.029 0.092 -0.067
C 1.2011 -4.0502 -2.0819 -0.026 -0.044 0.040
C 0.2415 -4.8216 -2.7251 0.054 0.004 -0.004
C -1.0677 -4.7272 -2.2993 -0.041 -0.021 -0.002
F -2.0093 -5.4666 -2.9230 0.021 0.009 0.014
C -1.4499 -3.9045 -1.2605 -0.015 0.006 0.006
C -0.4772 -3.1345 -0.6393 0.041 0.047 0.035
H 4.2526 -6.7963 0.6030 -0.002 -0.002 0.004
H 2.5325 -5.1639 -0.1015 0.011 0.004 -0.025
H 4.9993 -1.9777 1.3659 0.014 0.003 -0.006
H 6.7107 -3.6292 2.0494 0.003 0.004 -0.005
H 1.9008 -1.8195 -3.2808 -0.023 0.021 -0.014
H 3.2554 -1.0552 -5.2139 -0.005 -0.004 0.002
H 6.4253 0.0405 -2.5834 0.004 -0.003 -0.002
H 5.0985 -0.7265 -0.6447 0.004 0.008 0.010
H 2.2326 -4.1227 -2.4075 -0.002 0.012 -0.018
H 0.4952 -5.4839 -3.5420 -0.001 -0.003 0.001
H -2.4885 -3.8647 -0.9595 -0.009 0.005 0.006
H -0.7753 -2.4613 0.1581 -0.008 0.017 -0.009
```
Forces are in eV/Å.

relative energy (zero: lowest compared OMol25 entry of this formula, charge and spin): 0.0 kcal per mole
gap between HOMO and LUMO: 7.5 eV
LUMO energy: -0.0150 hartree
E_HOMO: -7.905 eV

Here are the Mulliken charges for atoms 1 to 2, given in e: number 1, Ti, carries 0.485; number 2, N, carries -0.290

---

# C9H31N6O7

A 7-piece molecular cluster, C9H31N6O7 overall (ωB97M-V with the def2-TZVPD basis set, OMol25).

XYZ file:
```
53
Properties=species:S:1:pos:R:3:forces:R:3
O -24.3089 -3.9365 -18.9739 0.060 -0.495 -0.273
H -24.2812 -4.8511 -19.2884 -0.164 0.052 -0.057
C -24.5265 -7.0596 -15.5340 0.501 0.243 0.762
C -24.6990 -5.5878 -15.8674 -0.439 -0.253 -0.426
O -25.6149 -5.4549 -16.9456 -0.213 -0.158 0.001
H -23.9081 -7.1282 -14.6274 0.208 -0.045 -0.253
H -24.0175 -7.5594 -16.3552 -0.115 -0.220 0.007
H -25.4413 -7.5775 -15.2458 -0.253 0.163 -0.448
H -23.7362 -5.1715 -16.1660 0.114 0.038 0.181
H -25.0775 -5.0486 -14.9926 0.063 0.102 -0.015
H -25.2788 -4.8135 -17.5983 0.213 0.185 0.210
C -23.6971 -4.4231 -23.7084 -0.086 0.097 0.025
C -24.2098 -4.4332 -22.2808 0.063 -0.529 -0.338
O -23.7751 -3.2791 -21.6032 -0.166 -0.249 -0.031
H -24.0715 -3.5523 -24.2500 -0.091 -0.009 0.055
H -24.0524 -5.3234 -24.2142 0.122 0.020 -0.102
H -22.6081 -4.3742 -23.7505 0.013 -0.126 0.081
H -23.8609 -5.3554 -21.7837 0.232 0.128 0.041
H -25.3002 -4.5668 -22.3037 -0.057 0.467 0.108
H -23.9972 -3.4315 -20.6589 0.025 0.266 0.285
C -22.2627 -7.3027 -19.0650 -0.727 -0.014 0.012
C -21.5494 -5.9802 -19.2975 -1.133 0.418 0.867
O -21.9283 -5.0566 -18.2605 0.676 -0.492 -0.099
H -22.0259 -7.6840 -18.0711 0.239 -0.092 -0.082
H -22.1005 -8.0701 -19.8254 0.323 0.074 0.017
H -23.3461 -7.1341 -19.0452 0.046 0.077 -0.048
H -21.9024 -5.4922 -20.2126 0.600 -0.461 -0.494
H -20.4749 -6.1485 -19.2404 0.107 0.357 -0.274
H -22.7881 -4.6635 -18.5335 0.064 0.293 0.272
C -24.2688 -1.2561 -16.5237 -0.746 1.100 -0.564
O -24.5402 -0.3232 -15.7769 0.137 -0.191 0.235
N -23.3418 -2.2085 -16.2486 -0.146 0.052 0.090
N -24.8449 -1.4137 -17.7574 0.758 -1.049 -0.086
H -22.9628 -2.1941 -15.3226 0.225 -0.214 -0.068
H -23.1131 -2.8955 -16.9476 0.214 -0.185 0.272
H -24.6354 -2.3008 -18.2130 -0.415 0.265 -0.326
H -25.4716 -0.7646 -18.1856 -0.062 0.253 0.407
C -27.8343 -4.0486 -20.5651 0.650 0.111 0.477
O -28.9582 -4.3298 -20.9398 -0.161 -0.056 -0.272
N -27.2203 -2.8344 -20.7852 -0.287 -0.471 -0.038
N -27.0058 -4.8895 -19.8752 -0.122 0.040 -0.269
H -26.4343 -2.6129 -20.1990 0.096 0.357 -0.304
H -27.7134 -2.1558 -21.3294 0.032 0.218 0.154
H -26.0988 -4.5471 -19.5605 -0.279 -0.184 0.113
H -27.3737 -5.7650 -19.5568 0.000 0.022 0.151
C -20.1654 -1.6189 -19.6092 0.023 0.698 0.330
O -19.7572 -0.4645 -19.5553 0.000 -0.117 0.074
N -21.4199 -1.9882 -19.2394 -0.112 0.048 -0.037
N -19.3515 -2.6430 -19.9785 0.217 -0.744 -0.369
H -21.8399 -2.8287 -19.5975 -0.099 -0.046 0.145
H -22.0328 -1.2553 -18.9281 -0.055 0.042 -0.184
H -19.6811 -3.5879 -20.0514 -0.043 0.007 0.147
H -18.3934 -2.4554 -20.1982 -0.049 0.207 -0.062
```
Forces are in eV/Å.

relative energy (zero: lowest compared OMol25 entry of this formula, charge and spin): 3.0 kcal per mole
gap between HOMO and LUMO: 9.8 eV
LUMO energy: 0.1042 hartree
net charge: -1
E_HOMO: -6.952 eV

Here are the natural (NBO) charges for atoms 1 to 2, given in e: number 1, O, carries -1.273; number 2, H, carries 0.436

---

# C4H8N2O

One molecule with the formula C4H8N2O (ωB97M-V with the def2-TZVPD basis set, OMol25).

XYZ file:
```
15
Properties=species:S:1:pos:R:3:forces:R:3
C 1.8610 -0.1232 0.7642 -2.977 -0.379 0.278
C 1.0348 0.1327 -0.3220 0.029 -2.990 4.069
C 1.5642 0.9498 -1.2950 1.454 4.076 -5.136
N -0.2460 -0.4386 -0.5951 2.892 -0.053 -2.309
C -1.0556 -0.4368 0.3172 -0.744 2.445 5.841
N -2.3049 -0.8858 0.2371 -4.535 -2.604 -0.399
O -3.4120 -0.7565 1.3489 2.444 0.470 -2.757
H 1.4299 -0.6609 1.6852 0.999 0.530 -1.617
H 2.8390 0.3594 0.8375 -0.491 -0.239 0.015
H 1.2089 2.0099 -1.5161 -0.472 -1.338 0.739
H 1.7719 0.5876 -2.3046 -1.174 -0.814 -0.257
H 2.5685 1.1174 -1.1113 2.165 0.664 1.145
H -0.8053 0.0463 1.3302 -0.483 -0.442 -1.160
H -2.4035 -1.7939 -0.3054 -0.428 1.678 1.158
H -4.0507 -0.1073 0.9292 1.320 -1.005 0.391
```
Forces are in eV/Å.

relative energy (zero: lowest compared OMol25 entry of this formula, charge and spin): 123.7 kcal per mole
gap between HOMO and LUMO: 9.2 eV
LUMO energy: 0.0254 hartree
SMILES string: C=C(C)/N=C/NO
E_HOMO: -8.541 eV

Here are the natural (NBO) charges for atoms 1 to 2, given in e: number 1, C, carries -0.469; number 2, C, carries 0.153

---

# CHIOS2

One molecule with the formula CHIOS2 (ωB97M-V with the def2-TZVPD basis set, OMol25).

XYZ file:
```
6
Properties=species:S:1:pos:R:3:forces:R:3
C 0.2571 -0.4108 -0.1429 1.845 1.281 -0.020
O -1.7045 0.9600 0.9352 -0.780 0.461 0.693
S -0.3153 0.4835 -1.5508 0.318 -0.539 0.274
S -0.4074 1.3009 0.3906 1.119 -1.512 -0.731
I 2.5350 -1.2751 -0.0752 -2.360 1.049 -0.013
H -0.3649 -1.0584 0.4430 -0.142 -0.740 -0.202
```
Forces are in eV/Å.

relative energy (zero: lowest compared OMol25 entry of this formula, charge and spin): 46.1 kcal per mole
gap between HOMO and LUMO: 8.5 eV
LUMO energy: -0.0454 hartree
E_HOMO: -9.760 eV

Here are the natural (NBO) charges for atoms 1 to 2, given in e: number 1, C, carries -0.602; number 2, O, carries -0.906

---

# C3H4N2OS

One molecule with the formula C3H4N2OS (ωB97M-V with the def2-TZVPD basis set, OMol25).

XYZ file:
```
11
Properties=species:S:1:pos:R:3:forces:R:3
C 1.4802 -0.7480 -1.5234 -2.240 -1.647 1.799
S -0.0315 0.3189 -1.4232 -0.071 0.773 -2.999
C -0.8309 0.2876 0.0956 -0.014 1.949 -0.957
C -1.7533 1.5723 0.3814 -1.029 1.302 3.070
N -2.3671 2.4395 0.9558 2.986 -4.262 -3.322
N -0.3519 -0.4521 1.0101 1.340 -1.570 -3.795
O -0.7548 0.0018 2.0908 -1.510 0.707 11.541
H 1.0551 -1.8117 -1.3988 1.195 1.486 0.372
H 1.8408 -0.7516 -2.5384 0.101 0.754 -0.253
H 2.1666 -0.3918 -0.7430 0.030 -0.628 -0.489
H -0.4533 -0.4649 3.0932 -0.790 1.136 -4.967
```
Forces are in eV/Å.

relative energy (zero: lowest compared OMol25 entry of this formula, charge and spin): 121.8 kcal per mole
gap between HOMO and LUMO: 8.8 eV
LUMO energy: 0.0079 hartree
SMILES string: CS/C(C#N)=N/O
E_HOMO: -8.569 eV

Here are the natural (NBO) charges for atoms 1 to 2, given in e: number 1, C, carries -0.718; number 2, S, carries 0.255

---

# C4H10NO2S

C4H10NO2S as an isolated structure (ωB97M-V with the def2-TZVPD basis set, OMol25).

XYZ file:
```
18
Properties=species:S:1:pos:R:3:forces:R:3
C -1.0745 -1.7041 1.4115 -0.724 1.995 2.108
N 0.0305 -0.8324 1.0743 1.484 2.801 -1.950
C -0.0884 -0.2381 -0.2776 0.315 -3.912 -0.849
C -0.5848 1.1052 -0.5379 -1.202 2.077 -1.069
S -0.4161 2.3108 0.8017 0.180 0.074 0.385
C -0.0643 -1.1463 -1.4695 -0.769 -6.212 0.339
O 0.2198 -2.4603 -1.3565 -1.103 5.004 -0.527
H -1.9569 -1.2886 1.0136 -1.470 0.247 -1.063
H -1.4138 -1.7376 2.4916 1.364 0.051 -0.751
H -0.9203 -2.6556 1.0399 0.367 -1.981 -0.715
H 0.2292 0.0670 1.6056 -0.969 -1.592 0.030
H 0.8950 -0.3591 -0.9959 1.543 1.018 1.337
H -1.6901 1.0794 -0.8227 1.296 -0.122 0.207
H 0.0081 1.4300 -1.4303 -0.822 0.145 0.461
H -0.2898 -0.8454 -2.5804 0.483 0.466 2.221
H 2.6692 2.8006 -0.6244 -0.341 1.157 -0.962
H 1.8051 2.3033 0.5935 0.216 0.090 -0.812
O 2.6422 2.1712 0.0634 0.153 -1.306 1.610
```
Forces are in eV/Å.

relative energy (zero: lowest compared OMol25 entry of this formula, charge and spin): 98.0 kcal per mole
gap between HOMO and LUMO: 7.4 eV
LUMO energy: 0.1399 hartree
net charge: -1
E_HOMO: -3.560 eV

Here are the natural (NBO) charges for atoms 1 to 2, given in e: number 1, C, carries -0.400; number 2, N, carries -0.641